A cluster of 14 separate species, C16H60N6O14 in total at a distorted geometry. Source: OMol25; level of theory: ωB97M-V/def2-TZVPD.

For the total energy, the calculation gives -2027.24926 Eh. The multiplicity is 1. The HOMO energy comes out at -0.3371 hartree. The calculation puts the HOMO-LUMO gap at 9.239 eV.

Atoms and positions in Å:
C: -11.87487 23.43799 14.69321
C: -12.87913 23.11824 13.58334
O: -13.33044 24.34911 13.09694
H: -12.27264 23.68575 15.68960
H: -11.02155 24.15183 14.39987
H: -11.39831 22.49726 14.93985
H: -13.77347 22.65934 13.88934
H: -12.40748 22.49882 12.83385
H: -14.13598 24.28707 12.55807
C: -8.92089 26.75039 16.85116
C: -8.69300 25.24254 16.32565
O: -7.52792 25.28832 15.59790
H: -9.90319 26.80040 17.30161
H: -9.07809 27.33036 15.96331
H: -8.04716 27.10513 17.44684
H: -9.50867 24.93040 15.62845
H: -8.70639 24.46634 17.04024
H: -7.60289 24.48321 15.06079
C: -12.21288 25.37492 10.12417
O: -13.58603 25.03182 9.89353
N: -11.40014 25.57688 9.12866
N: -11.61267 25.45287 11.28577
H: -11.63953 25.20861 8.08170
H: -10.42057 25.86440 9.25922
H: -12.12013 25.05678 12.09886
H: -10.55129 25.54150 11.42999
C: -14.07902 19.97108 16.60820
O: -13.40962 21.08839 16.04550
N: -13.97446 19.61868 17.87642
N: -14.69803 19.14705 15.81030
H: -13.22211 20.10525 18.41347
H: -14.46149 18.81328 18.27184
H: -14.56335 19.14627 14.81621
H: -15.26035 18.28165 16.08889
C: -16.28919 25.18162 12.52288
O: -17.44527 24.84378 13.13508
N: -15.65041 24.46708 11.66091
N: -15.79071 26.38702 12.69952
H: -16.06149 23.51692 11.43409
H: -15.07156 24.87734 10.97342
H: -16.20624 26.85645 13.44746
H: -15.07653 26.87240 12.06905
C: -8.62829 23.16142 12.28015
O: -8.12976 23.38904 13.56487
H: -7.90963 22.61073 11.67251
H: -8.77024 24.10412 11.68821
H: -9.60101 22.66593 12.28766
H: -7.43402 22.74112 13.62051
C: -16.69740 21.75308 14.47688
O: -16.75139 20.38317 14.46386
H: -17.36793 22.20687 13.71616
H: -15.72906 22.22494 14.40394
H: -17.05882 22.12810 15.45813
H: -16.13612 19.92076 15.04466
C: -10.85864 20.10685 13.93789
O: -11.42311 19.62690 15.14916
H: -10.13401 20.92199 14.20747
H: -11.68237 20.54805 13.32556
H: -10.29362 19.30153 13.46540
H: -12.17615 20.23304 15.37920
C: -12.09902 24.87779 18.59215
O: -11.63623 23.60242 18.21277
H: -13.03183 25.14310 18.00539
H: -11.26719 25.55942 18.45023
H: -12.28229 24.82616 19.68862
H: -12.43476 23.05219 18.09954
C: -8.45732 21.80996 16.57608
O: -7.91182 21.55441 17.81045
H: -9.36136 22.47240 16.64688
H: -8.62426 20.89193 16.05459
H: -7.75187 22.43179 16.07869
H: -8.11640 22.30481 18.35145
C: -12.14116 21.84908 10.03579
O: -10.94454 22.43007 9.56248
H: -12.79028 22.49915 10.69028
H: -11.81048 20.98949 10.55738
H: -12.72590 21.56703 9.21469
H: -11.21885 23.33264 9.38564
C: -11.38513 27.18240 14.48294
O: -10.53039 28.03981 13.86934
H: -11.01421 26.69663 15.32907
H: -11.75993 26.38449 13.82089
H: -12.30659 27.70917 14.79093
H: -9.70050 27.57762 13.80562
C: -14.26010 19.91623 12.76643
O: -14.76868 18.64769 13.19480
H: -15.04340 20.51591 12.39278
H: -13.50186 19.80329 12.12303
H: -13.89624 20.29782 13.69695
H: -14.90847 18.03592 12.42949
C: -15.35447 24.37921 16.34919
O: -14.50861 25.35644 15.74080
H: -16.40621 24.48105 16.14658
H: -15.37039 24.40302 17.47295
H: -15.03202 23.32354 16.26960
H: -14.14174 25.02800 14.95572



A structure of composition C17H32N5O5OsS2. Source: OMol25; level of theory: ωB97M-V/def2-TZVPD.

For the total energy, the calculation gives -2202.90228 Eh. Its total charge is +3. The multiplicity is 1. The HOMO energy (spin up / spin down) comes out at -0.6230 / -0.6232 hartree. The calculation puts the HOMO-LUMO gap (spin up / spin down) at 5.887 / 5.911 eV.

Atoms and positions in Å:
Os: -0.08892 0.32332 0.07222
C: 0.17806 -0.37467 4.23236
C: 0.71773 -0.13771 2.86283
O: -0.21682 -0.17600 1.94916
C: 2.07826 0.09119 2.61068
C: 2.97921 0.09410 3.72506
C: 4.31652 0.26585 3.55402
C: 4.83543 0.44674 2.25469
C: 4.02188 0.45939 1.15080
C: 2.63247 0.29885 1.29343
O: 1.92194 0.33629 0.19181
H: -0.90010 -0.49322 4.19374
H: 0.42373 0.46859 4.87989
H: 0.62160 -1.26769 4.67547
H: 2.59152 -0.04636 4.72297
H: 4.98085 0.26543 4.40631
H: 5.90158 0.58627 2.12681
H: 4.42400 0.61661 0.15972
N: 0.10404 0.34366 -2.17040
N: 0.06517 1.62994 -2.76316
C: 0.05030 2.67948 -1.93365
N: 0.11238 3.91733 -2.35496
N: -0.03093 2.27621 -0.64652
N: 0.15912 3.07935 0.42618
O: 0.26987 4.26472 0.37235
O: 0.18830 2.36060 1.43775
H: 0.99183 -0.10786 -2.40517
H: -0.66279 -0.21410 -2.54830
H: 0.12378 1.71498 -3.76925
H: 0.18647 4.13984 -3.33877
H: 0.10164 4.68111 -1.69150
C: -2.15418 -4.44481 -2.17496
C: -1.08216 -5.10449 -1.32100
C: -0.50941 -4.17485 -0.25412
S: 0.37656 -2.78846 -1.04066
O: -0.43642 -1.54744 -0.40605
C: 2.04565 -2.85934 -0.32175
C: 3.11365 -2.84549 -1.41244
C: 3.07903 -1.62632 -2.32296
H: -2.63728 -5.18029 -2.81491
H: -1.74138 -3.67606 -2.83324
H: -2.93200 -3.99382 -1.55471
H: -0.27337 -5.50009 -1.93983
H: -1.49224 -5.96170 -0.78303
H: 0.19474 -4.66533 0.41613
H: -1.29141 -3.69798 0.33919
H: 2.08828 -3.77154 0.27231
H: 2.11640 -2.00076 0.34717
H: 3.04500 -3.76235 -2.00087
H: 4.07270 -2.89463 -0.89293
H: 2.21585 -1.65587 -2.99720
H: 3.95897 -1.60486 -2.96336
H: 3.07745 -0.70215 -1.73729
C: -3.06547 1.77691 1.06654
S: -2.49711 0.51836 -0.10047
C: -3.26175 -0.94721 0.61677
H: -3.04718 1.37482 2.07682
H: -4.07745 2.05935 0.78563
H: -2.41829 2.64709 1.01226
H: -4.33816 -0.85813 0.48436
H: -3.00719 -1.02432 1.67129
H: -2.90158 -1.81165 0.06814



A structure of composition C21H19NO4 at a distorted geometry. Source: OMol25; level of theory: ωB97M-V/def2-TZVPD.

For the total energy, the calculation gives -1166.78604 Eh. The multiplicity is 1. The HOMO energy comes out at -0.3136 hartree. The calculation puts the HOMO-LUMO gap at 7.673 eV.

Atoms and positions in Å:
C: 5.18952 -3.15814 -0.28984
C: 5.12232 -1.60580 -0.78714
O: 4.40834 -1.49768 -2.10788
C: 3.19893 -1.65307 -2.08375
C: 2.78557 -2.49584 -2.93081
C: 1.45206 -2.95816 -2.89277
C: 0.64989 -2.27254 -2.02023
C: 0.96855 -1.12150 -1.48518
C: 2.37743 -0.89030 -1.46463
O: 2.81141 0.17865 -0.54302
C: 3.37821 1.01245 -1.39741
H: 3.84263 1.82977 -0.70471
H: 2.79022 1.89280 -1.91416
H: 4.20318 0.75029 -1.91445
C: 0.11671 -0.25986 -0.64842
C: -1.14531 -0.51398 -0.38730
C: -2.01682 0.49370 0.48877
N: -3.30304 0.10073 0.35929
C: -4.39540 0.85298 0.94891
C: -5.60830 0.39162 0.95055
C: -6.51749 1.23854 1.52267
C: -6.11550 2.03341 2.48708
C: -4.90731 2.47747 2.58032
C: -3.82048 1.73083 1.96725
C: -2.56835 2.22356 1.67416
C: -1.67207 1.46721 1.19816
H: -0.43790 1.77344 1.32520
C: -2.03665 3.17347 2.73758
O: -2.34256 3.61513 3.88984
O: -0.71298 3.67414 2.50165
H: -0.45815 4.32337 2.93337
H: -4.53097 3.47527 3.16131
H: -6.97167 2.75113 3.02455
H: -7.51035 1.03141 1.55784
H: -5.81392 -0.26805 0.25119
H: -1.92999 -1.29704 -1.09937
H: 0.60427 0.50446 -0.09439
H: -0.55619 -2.61009 -2.00161
H: 0.96045 -3.79530 -3.60027
H: 3.43668 -3.49915 -3.53054
H: 4.77615 -1.04990 0.10381
H: 6.35694 -1.60102 -0.94083
H: 5.77705 -3.80313 -1.12181
H: 5.91367 -3.15788 0.61964
H: 4.25124 -3.48742 -0.32263



A structure of composition C37H70As2N4OPRuS2 at a distorted geometry. Source: OMol25; level of theory: ωB97M-V/def2-TZVPD.

For the total energy, the calculation gives -7449.81370 Eh. Its total charge is +2. The multiplicity is 2. The HOMO energy (spin up / spin down) comes out at -0.4723 / -0.4725 hartree. The calculation puts the HOMO-LUMO gap (spin up / spin down) at 5.992 / 6.531 eV.

Atoms and positions in Å:
Ru: 0.44185 -0.10397 -0.23559
C: 0.82853 3.34103 4.88618
C: -0.21381 3.71915 3.83707
N: 0.29523 3.50994 2.49526
C: 0.35385 2.29194 1.95082
S: 1.16573 2.17142 0.39573
N: -0.10518 1.26778 2.60035
N: -0.30716 0.10633 2.01576
C: -0.44069 -0.98139 2.71303
C: -0.22592 -1.05025 4.18676
C: -0.84009 -2.15695 1.95244
C: -1.40129 -3.29885 2.53432
C: -1.81425 -4.33632 1.71764
C: -1.63680 -4.22811 0.34456
C: -1.05772 -3.07242 -0.15511
N: -0.67505 -2.07128 0.62224
H: 0.37377 3.28849 5.87066
H: 1.63430 4.06889 4.91788
H: 1.23480 2.36035 4.63995
H: -0.50168 4.76646 3.92916
H: -1.09638 3.08452 3.95323
H: 0.78046 4.26328 2.03284
H: 0.12329 -0.09137 4.55948
H: 0.51215 -1.81710 4.41082
H: -1.14872 -1.30114 4.70524
H: -1.52751 -3.36521 3.60478
H: -2.26891 -5.21879 2.14037
H: -1.93640 -5.01930 -0.32570
H: -0.90300 -2.93720 -1.22151
C: 3.62555 -3.46338 -0.26401
C: 2.66597 -3.45445 -1.44234
As: 1.77139 -1.72113 -1.84342
C: 0.79397 -2.28456 -3.48779
C: 1.67453 -2.59750 -4.69238
C: 3.27045 -0.70354 -2.64608
C: 3.89802 0.26974 -1.65477
H: 4.08102 -4.44756 -0.16868
H: 3.10618 -3.23331 0.66427
H: 4.42169 -2.73212 -0.40106
H: 1.87974 -4.19847 -1.28499
H: 3.20813 -3.71723 -2.35615
H: 0.10414 -1.47183 -3.73421
H: 0.19921 -3.16962 -3.23478
H: 2.21112 -1.71207 -5.02555
H: 1.05494 -2.94295 -5.51987
H: 2.40028 -3.38213 -4.47146
H: 2.86675 -0.13512 -3.49148
H: 4.02133 -1.40581 -3.02971
H: 3.12145 0.93873 -1.24774
H: 4.66084 0.87457 -2.14358
H: 4.35589 -0.26903 -0.82013
C: 4.07822 2.43395 2.13988
As: 4.10362 0.51708 2.51908
C: 3.98546 0.36491 4.45527
C: 5.86261 -0.15074 2.01986
S: 2.63456 -0.75374 1.63832
H: 5.00190 2.85965 2.53144
H: 3.22693 2.89212 2.64319
H: 4.01055 2.62316 1.06864
H: 4.82016 0.90003 4.90631
H: 4.02518 -0.68645 4.74600
H: 3.04767 0.79775 4.80648
H: 6.63559 0.42985 2.52332
H: 6.00107 -0.08292 0.93960
H: 5.93517 -1.19801 2.31805
O: -0.66809 0.40688 -2.25696
P: -1.61696 1.48455 -2.73049
C: -2.95244 0.58528 -3.67873
C: -3.35953 -0.71291 -2.98598
C: -4.07991 -1.62214 -3.99273
C: -4.96697 -0.82266 -4.95948
C: -5.40040 0.49196 -4.32548
C: -4.17915 1.39622 -4.10668
C: -1.90806 2.54265 -1.20973
C: -2.51276 3.94052 -1.30511
C: -4.03705 3.97361 -1.25966
C: -4.57166 3.16962 -0.07916
C: -4.04520 1.73751 -0.13729
C: -2.52275 1.72693 -0.07802
C: -0.67169 2.61992 -3.85754
C: -1.53525 3.55093 -4.71959
C: -1.59042 3.07315 -6.16646
C: -0.19865 3.12680 -6.79898
C: 0.88804 2.64838 -5.82222
C: 0.30344 1.79307 -4.70171
H: -2.37427 0.29692 -4.56938
H: -4.01923 -0.50388 -2.14251
H: -2.47443 -1.22166 -2.59269
H: -4.69038 -2.33670 -3.43968
H: -3.34892 -2.19325 -4.56567
H: -5.84147 -1.41132 -5.23686
H: -4.42446 -0.60076 -5.88106
H: -5.90983 0.29189 -3.38182
H: -6.10878 1.00826 -4.97344
H: -4.43171 2.14652 -3.35766
H: -3.96152 1.91691 -5.03982
H: -0.83318 2.67775 -0.98142
H: -2.15159 4.44868 -2.20034
H: -2.13894 4.50439 -0.44328
H: -4.44849 3.57567 -2.18841
H: -4.36430 5.01143 -1.18190
H: -5.66229 3.16088 -0.10660
H: -4.26847 3.63968 0.85956
H: -4.37797 1.27443 -1.06817
H: -4.44874 1.15837 0.69461
H: -2.13115 0.68714 -0.11648
H: -2.20993 2.16051 0.87635
H: -0.07981 3.22414 -3.15364
H: -1.09427 4.55082 -4.71127
H: -2.54410 3.63453 -4.31165
H: -2.27781 3.70412 -6.73083
H: -1.97598 2.05412 -6.20636
H: 0.01737 4.15085 -7.10475
H: -0.19541 2.51675 -7.70330
H: 1.38696 3.50897 -5.37241
H: 1.64260 2.07516 -6.36176
H: 1.10382 1.42386 -4.05355
H: -0.20019 0.92418 -5.12958



A structure of composition C3H5O3Sm at a distorted geometry. Source: OMol25; level of theory: ωB97M-V/def2-TZVPD.

For the total energy, the calculation gives -1000.43079 Eh. Its total charge is +1. The multiplicity is 7. The HOMO energy (spin up / spin down) comes out at -0.3571 / -0.3619 hartree. The calculation puts the HOMO-LUMO gap (spin up / spin down) at 4.643 / 4.857 eV.

Atoms and positions in Å:
H: 1.49967 0.28593 1.27148
C: 1.60354 0.53568 0.20316
C: 0.29146 0.75343 -0.47764
O: -0.87548 0.49884 0.40875
C: -1.77192 -0.33568 0.01403
O: -2.71470 -0.38783 0.92706
H: 2.44664 0.83995 -0.43712
H: 0.09887 1.12008 -1.48980
H: -3.20647 -1.21275 0.83999
H: 0.86980 1.83762 0.14055
Sm: 0.66479 -3.12137 -0.71879
O: 1.09379 -0.81391 -0.68168



A cluster of 2 separate species, C10H16 in total at a distorted geometry. Source: OMol25; level of theory: ωB97M-V/def2-TZVPD.

For the total energy, the calculation gives -390.61775 Eh. The multiplicity is 1. The HOMO energy comes out at -0.3314 hartree. The structure (SMILES) is Cc1ccccc1.CCC. The calculation puts the HOMO-LUMO gap at 10.013 eV.

Atoms and positions in Å:
C: -3.46002 -0.60325 0.84097
C: -2.52091 0.05092 -0.13881
C: -1.91795 -0.71588 -1.13867
C: -1.23804 -0.09253 -2.16793
C: -0.92200 1.26117 -2.04838
C: -1.33602 1.98387 -0.93893
C: -2.19718 1.38833 -0.01416
H: -4.21120 0.09948 1.20492
H: -2.87704 -1.10457 1.61267
H: -4.09334 -1.38101 0.39741
H: -2.02406 -1.78274 -1.17218
H: -0.83936 -0.56512 -3.05670
H: -0.31602 1.78839 -2.78000
H: -0.95982 2.99158 -0.80510
H: -2.48389 2.00858 0.81521
C: 3.78688 0.29360 1.38973
C: 3.18273 -0.74032 0.42649
C: 1.72732 -1.07122 0.68273
H: 4.85766 0.26619 1.34314
H: 3.33075 0.18809 2.37724
H: 3.46640 1.28992 1.09042
H: 3.31209 -0.44446 -0.61072
H: 3.78373 -1.65278 0.53705
H: 1.06446 -0.22611 0.50836
H: 1.37061 -1.80545 -0.04672
H: 1.51422 -1.42468 1.69199



| no. | molar mass (g/mol) |
| --- | --- |
| 1 | 560.68 |
| 2 | 640.84 |
| 3 | 349.39 |
| 4 | 933.02 |
| 5 | 239.43 |
| 6 | 136.24 |